# 1
{"formula": "C26H48FNO13S4", "method": "ωB97M-V/def2-TZVPD", "orbital_gap_ev": 9.01, "lumo_energy_ev": -0.6, "smiles": "CC(=O)N(C)CCCCOC(=O)OCC(=O)F.O=S1(=O)CCCC1.O=S1(=O)CCCC1.O=S1(=O)CCCC1.O=S1(=O)CCCC1", "homo_energy_ev": -9.5951, "species": ["C", "C", "O", "N", "C", "C", "C", "C", "C", "O", "C", "O", "O", "C", "C", "O", "F", "H", "H", "H", "H", "H", "H", "H", "H", "H", "H", "H", "H", "H", "H", "H", "H", "C", "C", "C", "S", "O", "O", "C", "H", "H", "H", "H", "H", "H", "H", "H", "C", "C", "C", "S", "O", "O", "C", "H", "H", "H", "H", "H", "H", "H", "H", "C", "C", "C", "S", "O", "O", "C", "H", "H", "H", "H", "H", "H", "H", "H", "C", "C", "C", "S", "O", "O", "C", "H", "H", "H", "H", "H", "H", "H", "H"], "coordinates": [[4.50902, -8.05735, -3.03983], [3.76652, -7.37214, -4.36939], [4.26625, -7.79374, -5.56111], [2.63204, -6.33893, -4.25434], [2.84485, -5.64640, -2.92816], [2.82908, -5.42792, -5.44346], [1.84616, -4.10371, -5.47126], [0.33494, -4.36287, -4.89151], [-0.11443, -3.38221, -3.65702], [0.49343, -2.03782, -3.67817], [0.93230, -1.61463, -2.33480], [0.19339, -1.79077, -1.20396], [2.23371, -0.90950, -2.11844], [3.32086, -1.57089, -2.85711], [4.77873, -1.21927, -2.11682], [5.36671, -2.16459, -1.35938], [5.40961, 0.13742, -2.25739], [5.10096, -9.03694, -3.34273], [5.29072, -7.23684, -2.67972], [3.74864, -8.24454, -2.14798], [2.52953, -6.37292, -2.03480], [3.97936, -5.31084, -2.77216], [2.20723, -4.67010, -2.76920], [2.64534, -5.97570, -6.48840], [3.95164, -5.04877, -5.49516], [1.77952, -3.78095, -6.61867], [2.43954, -3.23924, -4.93669], [-0.41749, -4.18012, -5.77640], [0.14340, -5.48295, -4.52980], [0.01957, -3.96334, -2.64622], [-1.28955, -3.20912, -3.77630], [3.24578, -2.73816, -2.90748], [3.35233, -1.13156, -3.94509], [-2.02585, 0.81004, 0.60666], [-3.14593, 1.04304, 1.61944], [-4.44854, 1.19507, 0.83576], [-4.23780, 0.25774, -0.67045], [-4.24527, 1.17633, -1.78949], [-5.08712, -0.91573, -0.62464], [-2.55505, -0.23945, -0.35939], [-1.10211, 0.48072, 1.09132], [-1.81342, 1.74207, 0.06942], [-3.21746, 0.17778, 2.28961], [-2.95353, 1.92372, 2.24015], [-5.30172, 0.80005, 1.39304], [-4.63217, 2.23794, 0.56306], [-1.99798, -0.28015, -1.29694], [-2.57930, -1.22838, 0.10803], [-4.54361, 4.26628, 6.64405], [-4.29778, 5.62896, 5.99808], [-3.20875, 5.44627, 4.94229], [-3.32951, 3.75227, 4.38782], [-2.12437, 3.05224, 4.77992], [-3.83189, 3.73006, 3.02856], [-4.64382, 3.27631, 5.49311], [-5.45046, 4.26449, 7.25580], [-3.69744, 4.00580, 7.29103], [-5.22097, 5.97748, 5.51932], [-4.00787, 6.38130, 6.73824], [-3.35547, 6.11790, 4.09264], [-2.21163, 5.59389, 5.36612], [-4.51195, 2.23911, 5.80585], [-5.59033, 3.39088, 4.95641], [-8.95041, 7.86446, 2.05262], [-9.01284, 8.94519, 3.13092], [-8.34318, 8.38250, 4.38352], [-7.14324, 7.18745, 3.81461], [-7.55352, 5.87341, 4.26305], [-5.80906, 7.70422, 4.04561], [-7.52384, 7.33637, 2.08008], [-9.21413, 8.25860, 1.06686], [-9.65388, 7.05905, 2.29525], [-8.46814, 9.83357, 2.78886], [-10.04304, 9.25147, 3.33774], [-7.83503, 9.16430, 4.95369], [-9.06228, 7.86284, 5.02268], [-7.41471, 6.36790, 1.58901], [-6.82761, 8.05998, 1.64567], [11.12066, -3.28054, -0.76078], [10.00057, -3.04754, 0.25200], [8.69796, -2.89551, -0.53168], [8.90870, -3.83285, -2.03789], [8.90124, -2.91425, -3.15693], [8.05939, -5.00631, -1.99208], [10.59146, -4.33003, -1.72683], [12.04439, -3.60986, -0.27611], [11.33308, -2.34851, -1.29802], [9.92905, -3.91281, 0.92217], [10.19297, -2.16686, 0.87271], [7.84478, -3.29054, 0.02560], [8.51433, -1.85264, -0.80438], [11.14853, -4.37073, -2.66438], [10.56721, -5.31896, -1.25941]], "forces_ev_per_a": [[-0.354, 1.052, 0.001], [2.183, -2.796, -4.515], [-3.454, 2.999, 6.995], [3.805, -0.928, -0.158], [0.284, 0.670, 1.756], [-0.030, 1.263, -2.007], [0.722, -0.280, -0.347], [-0.330, 0.442, -0.441], [-2.440, -1.787, -0.016], [2.380, 0.311, 4.104], [-3.335, -0.716, 5.446], [4.860, 1.083, -8.023], [-2.264, -3.003, -1.956], [1.346, 0.895, -1.278], [3.105, -4.338, 4.440], [-3.905, 7.274, -5.593], [-2.256, -4.312, 0.245], [-1.559, 2.265, 0.409], [-1.600, -1.800, -0.680], [1.670, 0.305, -2.005], [0.790, 1.616, -2.104], [-2.341, -0.703, -0.268], [0.993, -2.072, -0.755], [0.405, 0.704, 2.776], [-2.216, -0.714, 0.155], [0.126, -0.687, 2.616], [-1.611, -1.607, -0.883], [1.506, -0.336, 1.764], [0.690, 2.484, -0.730], [0.049, 1.617, -1.818], [2.601, -0.344, 0.382], [0.228, 2.351, 0.466], [0.067, -0.888, 2.063], [0.139, 0.116, 0.032], [0.255, 0.042, 0.387], [-0.199, 0.387, 0.548], [0.017, -0.277, 0.109], [-0.227, -0.343, 0.074], [0.029, 0.399, -0.378], [0.524, -0.114, -0.041], [-0.122, 0.041, -0.119], [0.001, -0.126, 0.042], [0.016, 0.052, -0.115], [-0.111, -0.341, -0.271], [0.039, 0.064, -0.287], [0.020, -0.179, -0.036], [-0.231, -0.085, 0.054], [-0.044, 0.122, -0.132], [0.117, 0.036, 0.296], [-0.394, 0.202, 0.106], [0.129, 0.682, 0.089], [-0.199, 0.151, 0.103], [-0.240, 0.021, -0.452], [0.378, -0.078, 0.226], [-0.423, -0.232, 0.310], [0.126, -0.026, -0.103], [-0.122, -0.056, -0.059], [0.323, -0.132, 0.149], [-0.022, -0.092, -0.149], [0.082, -0.210, 0.049], [-0.091, -0.172, -0.145], [0.094, 0.073, -0.206], [0.156, 0.017, -0.006], [-0.265, -0.071, -0.077], [-0.155, 0.325, -0.149], [-0.402, 0.462, 0.382], [0.178, 0.104, -0.280], [0.415, 0.264, 0.104], [-0.298, -0.430, 0.136], [-0.104, -0.032, -0.548], [0.045, -0.094, 0.143], [0.110, 0.074, -0.078], [-0.074, -0.134, 0.048], [0.187, -0.030, -0.006], [0.026, -0.294, -0.003], [0.210, -0.035, -0.084], [0.137, 0.061, 0.194], [-0.023, -0.128, 0.129], [0.209, 0.192, 0.032], [0.123, -0.025, 0.331], [-0.205, 0.374, 0.583], [-0.259, -0.212, -0.119], [-0.180, -0.433, 0.210], [0.113, 0.447, -0.343], [0.562, -0.159, 0.030], [-0.116, 0.053, -0.100], [0.003, -0.146, 0.034], [0.021, 0.115, -0.097], [-0.062, -0.151, -0.085], [0.030, 0.097, -0.319], [-0.048, -0.229, -0.095], [-0.236, -0.038, 0.017], [-0.075, 0.115, -0.109]]}



# 2
{"formula": "C6H7BrClNO3P", "method": "ωB97M-V/def2-TZVPD", "orbital_gap_ev": 7.66, "lumo_energy_ev": -4.6, "homo_energy_ev": -12.2521, "charge": 1, "species": ["O", "C", "C", "C", "C", "O", "C", "P", "O", "Cl", "C", "Br", "H", "H", "H", "N", "H", "H", "H", "H"], "coordinates": [[0.55951, 2.60541, -2.83910], [0.53039, 1.65954, -2.09641], [-0.38802, 0.50455, -2.28160], [0.09859, -0.70117, -2.00858], [1.32318, -0.78974, -1.16186], [2.09177, -1.71947, -1.20765], [1.56286, 0.39570, -0.27526], [2.06108, 0.27077, 1.48680], [1.07754, 1.38607, 2.16517], [1.05897, -1.51488, 2.06518], [1.42133, 1.57742, -0.87505], [2.29195, 3.12514, -0.27255], [-1.38246, 0.65754, -2.65271], [-0.34626, -1.60039, -2.39189], [0.29647, 0.97933, 2.54206], [-2.45315, -1.36589, 1.96076], [-2.87651, -0.83552, 2.72495], [-2.79068, -1.00422, 1.06670], [-1.42635, -1.27853, 2.00262], [-2.71021, -2.35167, 2.04842]], "forces_ev_per_a": [[-0.264, -0.265, 0.145], [0.276, 0.951, 0.116], [0.113, -0.188, 0.232], [0.088, 0.320, 0.162], [0.030, -0.400, -0.390], [-0.250, 0.142, 0.405], [-0.464, -0.404, 0.344], [1.511, 0.230, 0.184], [0.034, -0.363, -0.232], [-0.510, 0.212, -0.310], [0.110, -0.045, -0.055], [-0.374, -0.031, -0.111], [-0.040, 0.225, -0.818], [-0.169, -0.402, 0.170], [-0.312, 0.143, 0.175], [-0.025, 0.012, 0.013], [-0.023, -0.017, 0.011], [-0.002, -0.008, -0.017], [0.259, -0.095, -0.028], [0.012, -0.017, 0.003]]}